Entry 1:
Entry from OMol25: a molecular structure, C4H8N2O at a distorted geometry (the ωB97M-V functional and the def2-TZVPD basis).

The energy above the lowest of the compared OMol25 structures with the same formula, charge and spin comes out at 939.80 kJ/mol. For the HOMO-LUMO gap, the calculation gives 8.70 eV. The largest force on an atom is 7.35 eV/Å. The calculation puts the HOMO energy at -8.429 eV.

Structure (XYZ):
```
15
C4H8N2O the ωB97M-V functional and the def2-TZVPD basis
C -2.50 -0.23 -0.16
C 0.11 0.01 0.23
C 1.35 0.71 0.14
C 1.30 2.05 -0.23
H -3.33 0.57 -0.71
H -2.83 -0.43 1.03
H -2.20 -1.11 -0.80
H -0.22 -2.43 0.09
H 2.30 -1.74 0.60
H 2.22 0.08 0.91
H 2.40 2.45 -0.03
H 0.47 2.66 -0.86
N -1.07 0.57 0.11
N 0.37 -1.34 0.12
O 1.62 -1.83 -0.44
```

natural (NBO) population analysis, charges in e, atoms 1 to 8:
1 C -0.468
2 C 0.289
3 C -0.235
4 C -0.335
5 H 0.228
6 H 0.221
7 H 0.197
8 H 0.419

Entry 2:
Entry from OMol25: a molecular structure, C4H8N2O2 at a distorted geometry (the ωB97M-V functional and the def2-TZVPD basis).

The energy above the lowest of the compared OMol25 structures with the same formula, charge and spin comes out at 594.94 kJ/mol. For the HOMO-LUMO gap, the calculation gives 9.72 eV. The largest force on an atom is 10.70 eV/Å. The calculation puts the HOMO energy at -9.155 eV.

Structure (XYZ):
```
16
C4H8N2O2 the ωB97M-V functional and the def2-TZVPD basis
C 0.44 -0.94 -0.89
C -1.09 -0.46 1.10
C -1.89 0.32 -0.01
C 2.11 0.69 0.10
H 0.94 0.26 -1.53
H 1.39 -1.68 -1.06
H -0.61 -1.44 -1.29
H -1.06 0.21 2.00
H -1.52 -1.51 1.33
H -0.61 1.49 -0.05
H 2.64 1.57 0.01
H 2.47 0.12 -0.81
N 0.27 -0.57 0.56
N 1.09 0.53 0.93
O -1.46 1.44 -0.36
O -3.12 -0.02 -0.03
```

natural (NBO) population analysis, charges in e, atoms 1 to 8:
1 C -0.485
2 C -0.323
3 C 0.750
4 C -0.197
5 H 0.176
6 H 0.229
7 H 0.246
8 H 0.249

Entry 3:
Entry from OMol25: a single C4H8N2O2 molecule at a distorted geometry (the ωB97M-V functional and the def2-TZVPD basis).

The energy above the lowest of the compared OMol25 structures with the same formula, charge and spin comes out at 598.70 kJ/mol. The SMILES is [H]/N=C\NOCOC=C. For the HOMO-LUMO gap, the calculation gives 10.41 eV. The largest force on an atom is 4.11 eV/Å. The calculation puts the HOMO energy at -9.442 eV.

Structure (XYZ):
```
16
C4H8N2O2 the ωB97M-V functional and the def2-TZVPD basis
H 1.28 -3.14 -1.53
N 1.10 -2.28 -2.24
C 0.59 -1.22 -1.80
N 0.09 -0.77 -0.49
O -0.83 0.23 -0.82
C -0.54 1.37 -0.06
O -1.18 1.32 1.19
C -0.28 0.91 2.15
C 0.91 0.38 1.97
H 0.61 -0.26 -2.52
H -0.43 -1.54 -0.07
H -0.91 2.18 -0.63
H 0.63 1.45 0.10
H -0.52 1.48 3.20
H 1.43 -0.33 1.17
H 1.57 0.44 2.85
```

natural (NBO) population analysis, charges in e, atoms 1 to 8:
1 H 0.347
2 N -0.661
3 C 0.274
4 N -0.376
5 O -0.390
6 C 0.199
7 O -0.510
8 C 0.127

Entry 4:
Entry from OMol25: a single C4H8N2O2 molecule at a distorted geometry (the ωB97M-V functional and the def2-TZVPD basis).

The energy above the lowest of the compared OMol25 structures with the same formula, charge and spin comes out at 226.26 kJ/mol. The SMILES is C/N=C/OCC(N)=O. For the HOMO-LUMO gap, the calculation gives 10.52 eV. The largest force on an atom is 3.08 eV/Å. The calculation puts the HOMO energy at -9.769 eV.

Structure (XYZ):
```
16
C4H8N2O2 the ωB97M-V functional and the def2-TZVPD basis
C -3.37 0.22 -0.04
N -2.02 0.73 -0.10
C -1.08 -0.09 -0.05
O 0.20 0.34 -0.06
C 1.21 -0.65 -0.08
C 2.56 -0.03 -0.37
N 2.99 0.91 0.48
O 3.28 -0.53 -1.23
H -3.98 0.70 -0.83
H -3.83 0.49 0.92
H -3.44 -0.87 -0.17
H -1.20 -1.19 0.03
H 1.01 -1.40 -0.86
H 1.28 -1.17 0.89
H 2.50 1.79 0.53
H 3.89 0.75 0.95
```

natural (NBO) population analysis, charges in e, atoms 1 to 8:
1 C -0.429
2 N -0.447
3 C 0.394
4 O -0.502
5 C -0.157
6 C 0.655
7 N -0.891
8 O -0.542

Entry 5:
Entry from OMol25: a single C4H8N2O2 molecule at a distorted geometry (the ωB97M-V functional and the def2-TZVPD basis).

The energy above the lowest of the compared OMol25 structures with the same formula, charge and spin comes out at 621.95 kJ/mol. The SMILES is C[C@@H]1NCC(=O)N1O. For the HOMO-LUMO gap, the calculation gives 10.29 eV. The largest force on an atom is 9.81 eV/Å. The calculation puts the HOMO energy at -10.092 eV.

Structure (XYZ):
```
16
C4H8N2O2 the ωB97M-V functional and the def2-TZVPD basis
C 0.56 -0.19 -2.10
C 0.30 -0.17 -0.54
N -0.18 -1.58 0.12
C -0.20 -0.94 1.56
C -0.78 0.51 1.32
O -0.64 1.31 2.23
N -0.78 0.91 -0.19
O 0.00 2.20 -0.14
H 0.92 0.81 -2.23
H -0.55 -0.33 -2.41
H 1.41 -0.86 -2.50
H 1.22 -0.08 0.14
H -1.30 -1.61 -0.21
H 0.88 -0.73 2.02
H -0.83 -1.72 2.26
H -0.03 2.47 0.67
```

natural (NBO) population analysis, charges in e, atoms 1 to 8:
1 C -0.645
2 C 0.088
3 N -0.598
4 C -0.366
5 C 0.646
6 O -0.551
7 N -0.193
8 O -0.563

Entry 6:
Entry from OMol25: a single C4H8N2O2 molecule at a distorted geometry (the ωB97M-V functional and the def2-TZVPD basis).

The energy above the lowest of the compared OMol25 structures with the same formula, charge and spin comes out at 332.65 kJ/mol. The SMILES is C=C(C)N(O)C(N)=O. For the HOMO-LUMO gap, the calculation gives 9.38 eV. The largest force on an atom is 4.47 eV/Å. The calculation puts the HOMO energy at -8.792 eV.

Structure (XYZ):
```
16
C4H8N2O2 the ωB97M-V functional and the def2-TZVPD basis
C -1.12 1.58 -0.46
C -0.89 0.34 -0.09
C -1.89 -0.55 0.47
N 0.39 -0.26 0.10
O 0.43 -1.42 -0.55
C 1.63 0.45 0.07
N 2.67 -0.40 0.10
O 1.65 1.64 0.25
H -0.41 2.32 -0.76
H -2.12 1.96 -0.38
H -2.79 -0.03 0.69
H -2.27 -1.16 -0.46
H -1.46 -1.01 1.37
H 0.25 -2.18 0.06
H 2.41 -1.30 -0.20
H 3.51 0.02 -0.20
```

natural (NBO) population analysis, charges in e, atoms 1 to 8:
1 C -0.410
2 C 0.146
3 C -0.661
4 N -0.212
5 O -0.564
6 C 0.765
7 N -0.817
8 O -0.618

Entry 7:
Entry from OMol25: a single C4H8N2O2 molecule at a distorted geometry (the ωB97M-V functional and the def2-TZVPD basis).

The energy above the lowest of the compared OMol25 structures with the same formula, charge and spin comes out at 138.44 kJ/mol. The SMILES is CN(C=O)CC(N)=O. For the HOMO-LUMO gap, the calculation gives 10.08 eV. The largest force on an atom is 3.17 eV/Å. The calculation puts the HOMO energy at -9.304 eV.

Structure (XYZ):
```
16
C4H8N2O2 the ωB97M-V functional and the def2-TZVPD basis
C 1.66 -1.55 0.57
N 0.88 -0.31 0.52
C 0.39 0.31 1.62
O 0.16 1.51 1.73
C 0.59 0.21 -0.82
C -0.91 -0.01 -1.16
N -1.83 0.79 -0.55
O -1.17 -0.81 -2.04
H 2.58 -1.36 1.11
H 1.79 -1.97 -0.44
H 1.11 -2.43 0.93
H 0.57 -0.22 2.58
H 0.68 1.31 -0.82
H 1.28 -0.15 -1.57
H -1.64 1.20 0.35
H -2.68 0.90 -1.07
```

natural (NBO) population analysis, charges in e, atoms 1 to 8:
1 C -0.424
2 N -0.438
3 C 0.519
4 O -0.622
5 C -0.314
6 C 0.664
7 N -0.848
8 O -0.604

Entry 8:
Entry from OMol25: 2 unconnected molecules or ions with the total composition C4H8N2O2S at a distorted geometry (the ωB97M-V functional and the def2-TZVPD basis).

The energy above the lowest of the compared OMol25 structures with the same formula, charge and spin comes out at 658.21 kJ/mol. For the HOMO-LUMO gap (spin up / spin down), the calculation gives 8.30 / 6.34 eV. The largest force on an atom is 2.49 eV/Å. The calculation puts the HOMO energy (spin up / spin down) at -8.962 / -7.570 eV.

Structure (XYZ):
```
17
C4H8N2O2S the ωB97M-V functional and the def2-TZVPD basis
C 0.35 -0.49 -0.01
C -0.12 0.25 -0.98
C -0.34 -1.76 0.40
C 1.53 -0.03 0.79
N -1.91 1.92 -2.10
N 1.44 1.91 -2.30
O 0.83 1.87 -3.34
O 2.42 2.52 -2.02
S -1.18 0.43 -2.24
H -1.33 -1.71 0.10
H 0.07 -2.72 -0.05
H -0.42 -1.83 1.46
H 1.60 1.07 1.10
H 1.78 -0.45 1.78
H 2.40 -0.22 0.22
H -1.31 2.59 -2.52
H -2.30 2.09 -1.19
```

natural (NBO) population analysis, charges in e, atoms 1 to 8:
1 C -0.046
2 C -0.213
3 C -0.628
4 C -0.656
5 N -0.983
6 N 0.449
7 O -0.395
8 O -0.355

Entry 9:
Entry from OMol25: a single C4H8N2O2S2 molecule at a distorted geometry (the ωB97M-V functional and the def2-TZVPD basis).

The energy above the lowest of the compared OMol25 structures with the same formula, charge and spin comes out at 493.01 kJ/mol. The SMILES is CCNC(=S)C(=S)N(O)O. For the HOMO-LUMO gap, the calculation gives 8.44 eV. The largest force on an atom is 4.82 eV/Å. The calculation puts the HOMO energy at -8.870 eV.

Structure (XYZ):
```
18
C4H8N2O2S2 the ωB97M-V functional and the def2-TZVPD basis
C -2.64 0.34 1.00
C -1.68 0.13 -0.18
N -0.81 -1.01 -0.09
C 0.51 -1.02 -0.01
S 1.45 -2.32 0.35
C 1.28 0.29 -0.08
S 1.13 1.42 1.09
N 2.31 0.33 -0.92
O 3.24 1.34 -0.68
O 2.78 -0.60 -1.77
H -2.21 0.72 1.84
H -3.59 0.99 0.74
H -3.07 -0.65 1.26
H -2.25 0.06 -1.15
H -1.09 1.11 -0.28
H -1.34 -1.75 0.16
H 2.86 2.00 -0.02
H 3.13 -1.38 -1.27
```

natural (NBO) population analysis, charges in e, atoms 1 to 8:
1 C -0.603
2 C -0.247
3 N -0.526
4 C 0.093
5 S -0.141
6 C -0.031
7 S -0.162
8 N 0.188

Entry 10:
Entry from OMol25: a single C4H8N2O2S2 molecule at a distorted geometry (the ωB97M-V functional and the def2-TZVPD basis).

The energy above the lowest of the compared OMol25 structures with the same formula, charge and spin comes out at 518.99 kJ/mol. The SMILES is C[S@@]1(=O)=C(CS)NC(=O)N1. For the HOMO-LUMO gap, the calculation gives 7.81 eV. The largest force on an atom is 3.64 eV/Å. The calculation puts the HOMO energy at -8.140 eV.

Structure (XYZ):
```
18
C4H8N2O2S2 the ωB97M-V functional and the def2-TZVPD basis
C -1.61 1.91 -0.93
S -0.80 0.32 -0.08
O -1.89 -0.38 0.56
C 0.64 -1.07 0.43
C 0.78 -2.29 -0.44
S -0.66 -2.65 -1.49
N 1.79 -0.34 0.68
C 1.45 0.96 1.23
O 2.32 1.71 1.65
N 0.09 1.34 1.01
H -1.02 2.05 -1.81
H -1.85 2.88 -0.31
H -2.69 1.73 -1.10
H 0.72 -3.17 0.29
H 1.64 -2.32 -1.00
H -1.41 -2.08 -0.66
H 2.73 -0.80 0.45
H -0.21 2.20 1.48
```

natural (NBO) population analysis, charges in e, atoms 1 to 8:
1 C -0.846
2 S 1.497
3 O -0.967
4 C 0.101
5 C -0.640
6 S 0.000
7 N -0.649
8 C 0.799